Computed, not measured: a molecular structure, C11H19EuN4OS2 in a non-equilibrium geometry, with ωB97M-V/def2-TZVPD.

Values from the calculation:
Energy relative to the best compared isomer or geometry (same formula, charge and spin) = 0.000 eV
Charge = +2
Max |F| = 1.5 eV Å⁻¹
Calculated total energy = -2231.0031 Eh
Multiplicity = 7
HOMO-LUMO gap (spin up / spin down) = 7.753 / 8.797 eV

Each line ends with the Mulliken spin population.
Positions of all 38 atoms, in Å:
1 H 3.59640 -0.34871 -0.08400  0.000
2 H -0.43964 3.50519 2.50616  0.000
3 C 0.79760 1.03940 2.44669  0.008
4 H 2.38238 3.03486 -3.45001  0.000
5 N 0.23050 -2.41647 -1.90191  -0.008
6 O 1.21918 -2.74922 0.36277  -0.004
7 H -2.50975 -3.72778 -1.03909  0.000
8 H 3.32754 -1.40795 -1.29869  0.000
9 H 4.36576 0.46293 -2.19752  0.000
10 H -0.38662 3.00241 0.82663  0.000
11 N 2.99736 2.30194 -3.13290  0.000
12 C -1.92523 -1.99792 1.02348  0.001
13 S 0.95393 1.57990 -1.64072  -0.015
14 H -1.94628 1.64337 -0.20447  0.001
15 H -1.93409 3.08414 1.68407  0.000
16 N 3.04982 -0.50444 -0.92731  -0.004
17 N 3.40859 0.46447 -1.87579  -0.002
18 H -2.87840 -0.13209 -1.61562  0.000
19 H -1.94353 -3.01510 1.39688  0.001
20 C -0.68960 1.38826 2.27070  -0.005
21 C -2.46512 -1.72234 -0.24117  -0.012
22 C -0.88079 2.81650 1.78575  0.001
23 C -3.09201 -2.80579 -1.07124  0.001
24 H 3.92508 2.26516 -3.52872  0.000
25 H -1.15259 1.29841 3.25658  0.000
26 C -1.36493 0.34033 1.39907  0.010
27 H 1.32053 1.84249 2.96423  0.000
28 Eu 0.42391 -0.78358 -0.29857  6.056
29 H -3.20720 -2.50530 -2.11088  0.000
30 H 1.32063 0.97292 1.48435  -0.004
31 C -1.39344 -0.99215 1.81899  -0.012
32 C 2.55353 1.42949 -2.24453  0.001
33 S 0.81976 -3.41963 -0.97812  0.000
34 H 0.96051 0.11288 2.99956  0.001
35 H -0.99036 -1.24923 2.79106  -0.001
36 C -2.45058 -0.38897 -0.65473  -0.005
37 C -1.92170 0.62229 0.15118  -0.006
38 H -4.08120 -3.04065 -0.67213  -0.001